# 1
C29H47N2O7SSi2Ta | ωB97M-V with the def2-TZVPD basis set

Its energy above the lowest of the compared OMol25 structures with the same formula, charge and spin is 2.57 kJ/mol. As for the HOMO energy: -13.467 eV. The total charge is +2. The value obtained for the electronic energy is -2803.5248 Ha.

Atoms and positions in Å:
1 Ta 0.122092 -0.033403 1.202808
2 C -0.286624 -3.382104 3.268595
3 C -0.117071 -2.038668 3.902516
4 C -0.247756 -1.864517 5.268510
5 C -0.054441 -0.609368 5.833781
6 C 0.285569 0.486959 5.054373
7 C 0.423197 0.260501 3.703416
8 N 0.204891 -0.963417 3.149752
9 N 0.746415 1.145529 2.655689
10 Si 2.063009 2.393245 2.922640
11 C 3.571591 1.388048 3.314487
12 C 2.228181 3.386416 1.375788
13 C 1.554005 3.506754 4.321028
14 H -1.346788 -3.594680 3.111396
15 H 0.100158 -4.148400 3.938321
16 H 0.228559 -3.450993 2.315405
17 H -0.482588 -2.717150 5.889502
18 H -0.161852 -0.485576 6.903851
19 H 0.433299 1.467253 5.481166
20 H 3.791667 0.657899 2.533761
21 H 3.470060 0.859518 4.264714
22 H 4.437926 2.048201 3.401746
23 H 1.394859 4.079012 1.256674
24 H 2.338287 2.799068 0.465445
25 H 3.131378 3.994394 1.482591
26 H 1.764870 3.098066 5.310100
27 H 0.500031 3.786228 4.266924
28 H 2.134279 4.429941 4.236929
29 C -0.979561 2.025471 -2.714728
30 C -1.085833 2.113823 -1.208576
31 C -0.582169 3.425398 -0.659759
32 C -2.485743 1.793739 -0.749508
33 O -0.112081 1.014429 -0.599953
34 Si 1.296734 0.480100 -1.473783
35 S 2.080081 -0.697314 0.155666
36 O 2.134370 1.813461 -1.733713
37 C 3.270294 2.065008 -2.651043
38 C 4.212649 0.874876 -2.598839
39 C 3.935847 3.318796 -2.121011
40 C 2.702012 2.281802 -4.041396
41 O 0.982257 -0.334896 -2.787823
42 C 0.606088 -1.632270 -3.355303
43 C 0.280115 -1.349385 -4.809468
44 C -0.601210 -2.160227 -2.604104
45 C 1.798682 -2.560751 -3.221098
46 H -1.648458 2.781425 -3.126870
47 H -1.299388 1.053173 -3.086107
48 H 0.022317 2.248255 -3.078899
49 H -1.203132 4.224967 -1.066002
50 H 0.450966 3.606076 -0.949604
51 H -0.674296 3.454651 0.427082
52 H -3.145076 2.511777 -1.238993
53 H -2.612645 1.908337 0.324242
54 H -2.797229 0.794487 -1.055197
55 H 4.585631 0.718218 -1.585051
56 H 5.069137 1.052523 -3.248675
57 H 3.720279 -0.036094 -2.948828
58 H 4.322911 3.155839 -1.115081
59 H 3.231053 4.150679 -2.100733
60 H 4.770047 3.592694 -2.766738
61 H 2.181939 1.391397 -4.396549
62 H 3.509708 2.506380 -4.738101
63 H 2.012090 3.126916 -4.045115
64 H -0.545918 -0.642092 -4.891871
65 H -0.007978 -2.273209 -5.311078
66 H 1.147998 -0.937169 -5.324088
67 H -1.431237 -1.450605 -2.652259
68 H -0.351409 -2.357945 -1.561757
69 H -0.933421 -3.095405 -3.055660
70 H 2.667833 -2.145210 -3.731557
71 H 1.569247 -3.523294 -3.678310
72 H 2.047909 -2.733219 -2.172771
73 O -1.939852 -0.083386 1.372190
74 C -2.007862 -1.313433 0.946929
75 O -0.833517 -1.808176 0.702680
76 C -3.219933 -2.034209 0.782986
77 C -4.434547 -1.391021 1.052076
78 C -5.642384 -2.051829 0.895588
79 C -5.573507 -3.362236 0.464470
80 O -6.589601 -4.193148 0.247283
81 C -6.030790 -5.446469 -0.199826
82 O -4.608759 -5.280655 -0.202156
83 C -4.360834 -4.011549 0.193690
84 C -3.166286 -3.382045 0.339134
85 H -4.420368 -0.365130 1.394749
86 H -6.591980 -1.579890 1.101165
87 H -6.382376 -5.650394 -1.208596
88 H -6.311264 -6.229113 0.500827
89 H -2.224754 -3.871687 0.133914

Force components x, y, z for each atom (eV/Å):
Ta 0.0 0.3 -0.1
C 0.0 0.0 0.0
C 0.0 0.0 0.1
C 0.1 0.0 0.0
C 0.0 0.0 0.0
C 0.0 0.1 0.1
C 0.0 -0.2 -0.2
N 0.1 0.0 0.2
N -0.2 0.1 0.2
Si 0.0 0.0 0.1
C 0.0 0.0 0.0
C 0.0 0.0 0.0
C 0.0 0.0 0.0
H 0.0 0.0 0.0
H 0.0 0.0 0.0
H 0.0 0.0 0.0
H 0.0 0.0 0.0
H 0.0 0.0 0.0
H 0.0 -0.1 0.0
H 0.0 0.0 0.0
H 0.0 0.0 0.0
H 0.0 0.0 0.0
H 0.0 0.0 0.0
H 0.0 0.0 -0.1
H 0.0 0.0 0.0
H 0.0 0.0 0.0
H 0.0 0.0 0.0
H 0.0 0.0 0.0
C 0.0 0.0 0.0
C 0.0 0.0 0.0
C 0.0 0.0 0.0
C 0.0 0.0 0.0
O -0.1 0.0 -0.2
Si 0.1 0.0 0.0
S 0.3 -0.1 -0.2
O 0.0 0.0 0.0
C 0.0 0.0 0.0
C 0.0 0.0 0.0
C 0.0 0.0 0.0
C 0.0 0.0 0.0
O -0.1 0.0 0.0
C 0.0 0.0 0.0
C 0.0 0.0 0.0
C 0.0 0.0 0.0
C 0.0 0.0 0.0
H 0.0 0.0 0.0
H 0.0 0.0 0.0
H 0.0 0.0 0.0
H 0.0 0.0 0.0
H 0.0 0.0 0.0
H 0.0 0.0 0.0
H 0.0 0.0 0.0
H 0.0 0.0 0.0
H 0.0 0.0 0.0
H 0.0 0.0 0.0
H 0.0 0.0 0.0
H 0.0 0.0 0.0
H 0.0 0.0 0.0
H 0.0 0.0 0.0
H 0.0 0.0 0.0
H 0.0 0.0 0.0
H 0.0 0.0 0.0
H 0.0 0.0 0.0
H 0.0 0.0 0.0
H 0.0 0.0 0.0
H 0.0 0.0 0.0
H 0.0 0.0 0.0
H 0.0 0.0 0.0
H 0.0 0.0 0.0
H 0.0 0.0 0.0
H 0.0 0.0 0.0
H 0.0 0.0 0.0
O -0.1 0.1 0.0
C 0.1 -0.1 0.1
O -0.3 -0.2 0.1
C 0.0 0.0 -0.1
C 0.0 0.0 0.0
C 0.0 0.0 0.0
C 0.0 0.0 0.0
O 0.0 -0.1 0.0
C 0.0 0.1 0.0
O 0.0 0.0 0.0
C 0.0 0.0 0.0
C 0.0 0.0 0.0
H 0.0 0.0 0.0
H 0.0 0.0 0.0
H 0.0 0.0 0.0
H 0.0 0.0 0.0
H 0.0 0.0 0.0

# 2
C29H47N3O7SeSi4TeTi | ωB97M-V with the def2-TZVPD basis set

Its energy above the lowest of the compared OMol25 structures with the same formula, charge and spin is 14.91 kJ/mol. As for the HOMO energy: -7.229 eV. The value obtained for the electronic energy is -6501.4150 Ha.

Atoms and positions in Å:
1 Ti 0.040868 -0.398658 0.211204
2 C 0.348026 -2.678534 -3.328095
3 C 0.550037 -1.424609 -2.542635
4 O 0.836537 -1.599262 -1.341902
5 C 0.482333 -0.101086 -3.124532
6 C 0.387531 0.104717 -4.513908
7 C 0.511748 1.358262 -5.059179
8 C 0.761160 2.452621 -4.221325
9 C 0.852637 2.284495 -2.860505
10 C 0.675906 1.020645 -2.289635
11 O 0.663720 0.918402 -0.969863
12 H -0.363111 -3.282730 -2.764238
13 H 1.286911 -3.235166 -3.356662
14 H -0.021117 -2.527848 -4.335958
15 H 0.230963 -0.739321 -5.170393
16 H 0.431224 1.496640 -6.128324
17 H 0.862451 3.444737 -4.641660
18 H 1.008550 3.122535 -2.195124
19 C 2.766345 -3.355370 0.451836
20 C 2.803312 -2.048240 1.152066
21 N 1.793725 -1.206093 1.318774
22 C 2.258161 -0.167194 2.091472
23 C 3.570049 -0.368516 2.387023
24 N 3.884926 -1.563156 1.795835
25 C 4.600780 0.387011 3.145260
26 O 4.232946 1.540646 3.658009
27 O 5.717435 -0.062778 3.222676
28 C 1.314320 0.944129 2.357543
29 O 1.636863 1.905727 3.036896
30 O 0.164175 0.761740 1.783856
31 H 1.910171 -3.382720 -0.216196
32 H 2.652743 -4.160149 1.179980
33 H 3.686558 -3.519896 -0.108905
34 H 4.799518 -1.984660 1.871720
35 H 3.277085 1.763460 3.469235
36 C -3.321244 -2.602152 -3.319893
37 Si -4.398401 -3.036234 -1.847606
38 C -5.509634 -4.451599 -2.400123
39 C -5.529918 -1.615549 -1.388575
40 Si -3.211933 -3.875475 0.007110
41 Te -1.043514 -2.924233 0.898501
42 Si -2.522607 -6.058280 -0.523655
43 C -1.753444 -6.082123 -2.241218
44 C -3.972576 -7.260306 -0.506775
45 C -1.261870 -6.716307 0.703823
46 Si -4.614582 -4.006210 1.876061
47 C -4.943634 -2.309573 2.593433
48 C -6.260911 -4.778498 1.389812
49 C -3.782216 -5.095062 3.157440
50 H -3.946813 -2.322890 -4.172999
51 H -2.720728 -3.465798 -3.616271
52 H -2.657404 -1.768775 -3.094701
53 H -6.181418 -4.103319 -3.190056
54 H -6.124022 -4.834647 -1.581854
55 H -4.925323 -5.279588 -2.805648
56 H -6.118070 -1.303506 -2.255871
57 H -4.977519 -0.751501 -1.014152
58 H -6.229826 -1.935567 -0.612403
59 H -2.487951 -5.824692 -3.008517
60 H -1.368183 -7.079449 -2.469904
61 H -0.919647 -5.379376 -2.304816
62 H -4.809672 -6.905024 -1.106010
63 H -4.328310 -7.416561 0.514927
64 H -3.667679 -8.235002 -0.897703
65 H -0.494904 -5.974131 0.930008
66 H -0.771505 -7.604983 0.296735
67 H -1.747799 -7.003765 1.637876
68 H -5.650169 -1.753453 1.972789
69 H -4.017475 -1.739590 2.686217
70 H -5.379418 -2.402328 3.592869
71 H -6.789359 -4.145471 0.671480
72 H -6.901783 -4.876491 2.270677
73 H -6.140562 -5.770833 0.949561
74 H -2.754534 -4.767486 3.329563
75 H -3.762277 -6.136768 2.828804
76 H -4.318055 -5.055175 4.109052
77 Se -2.246653 -0.097840 -0.650353
78 C -2.229072 1.661044 -1.406258
79 C -1.821144 2.762722 -0.663034
80 C -1.844242 4.013014 -1.263970
81 N -2.248305 4.228223 -2.516353
82 C -2.663741 3.169043 -3.205507
83 C -2.674502 1.876392 -2.703077
84 H -1.469624 2.648336 0.353546
85 H -1.521384 4.888547 -0.710633
86 H -2.997431 3.363550 -4.219651
87 H -3.020199 1.050915 -3.312958
88 C -1.935319 0.305288 4.212331
89 O -2.438544 -0.055130 2.935083
90 H -2.740343 0.530629 4.917983
91 H -1.255897 1.160490 4.154655
92 H -1.380780 -0.555688 4.583187
93 H -2.937898 0.690840 2.587548

Force components x, y, z for each atom (eV/Å):
Ti -0.3 -0.4 -0.2
C 0.1 0.0 -0.1
C 0.0 0.0 -0.1
O -0.1 0.2 0.3
C 0.0 0.1 0.0
C 0.0 -0.1 0.0
C 0.0 0.1 0.0
C 0.0 -0.1 -0.1
C 0.0 0.1 0.1
C 0.0 0.1 -0.1
O -0.1 -0.2 0.3
H 0.0 0.0 0.0
H 0.0 0.0 0.0
H 0.0 0.0 0.0
H 0.0 0.0 0.0
H 0.0 0.0 0.0
H 0.0 0.0 0.0
H 0.0 0.0 0.0
C 0.0 0.0 0.0
C 0.0 0.0 0.2
N 0.0 0.1 -0.3
C -0.1 0.0 -0.1
C -0.1 0.0 0.2
N 0.0 -0.1 0.0
C 0.0 0.0 -0.3
O -0.1 0.1 0.1
O 0.0 0.0 0.1
C 0.2 0.0 0.1
O 0.0 0.0 0.0
O 0.1 -0.1 -0.4
H 0.0 0.0 0.0
H 0.0 0.0 0.0
H 0.0 0.0 0.0
H 0.0 0.0 0.0
H 0.1 -0.1 0.0
C 0.0 0.0 -0.1
Si 0.0 0.0 0.1
C 0.0 -0.1 0.0
C 0.0 0.1 0.1
Si 0.1 0.1 0.0
Te 0.1 0.4 0.0
Si 0.0 -0.1 0.0
C 0.0 0.0 0.0
C 0.0 0.0 0.0
C 0.0 0.0 0.0
Si -0.1 0.1 0.0
C 0.0 -0.1 0.1
C 0.0 0.0 0.0
C 0.0 0.0 0.0
H 0.0 0.0 0.0
H 0.0 0.0 0.0
H 0.1 0.0 0.0
H 0.0 0.0 0.0
H 0.0 0.0 0.0
H 0.0 0.0 0.0
H 0.0 0.0 0.0
H -0.1 -0.1 0.0
H 0.0 0.0 0.0
H 0.0 0.0 0.0
H 0.0 0.0 0.0
H 0.0 0.0 0.0
H -0.1 0.0 0.0
H 0.0 0.0 0.0
H 0.0 0.0 0.0
H 0.0 0.0 0.0
H 0.0 0.0 0.0
H 0.0 0.0 0.0
H 0.1 0.0 0.0
H 0.0 0.1 0.0
H 0.0 0.0 0.0
H 0.0 0.0 0.0
H 0.0 0.0 0.0
H 0.0 0.0 0.0
H 0.0 0.0 0.0
H 0.0 0.0 0.0
H 0.0 0.0 0.0
Se 0.1 -0.2 0.3
C 0.0 0.2 0.1
C 0.0 0.1 -0.1
C 0.0 -0.1 0.0
N 0.0 0.0 0.0
C 0.0 0.0 0.0
C 0.0 -0.1 0.0
H 0.0 0.0 0.0
H 0.0 0.0 0.0
H 0.0 0.0 0.0
H 0.0 0.0 0.0
C 0.0 0.0 -0.1
O -0.1 0.1 0.1
H 0.0 0.0 0.0
H 0.0 0.0 0.0
H 0.0 0.0 0.0
H 0.0 -0.1 -0.1

# 3
C29H47NO13 | ωB97M-V with the def2-TZVPD basis set

Its energy above the lowest of the compared OMol25 structures with the same formula, charge and spin is 786.67 kJ/mol. As for the HOMO energy: -8.655 eV. The value obtained for the electronic energy is -2165.8060 Ha. As for the structure (SMILES): COCCCC[C@@]1(CCCNCc2ccccc2O)OC(=O)O[C@@H]1CCOC=O.CCOC(=O)OC.CCOC(=O)OC.

Atoms and positions in Å:
1 C -6.402913 -5.730013 -2.988620
2 O -5.869195 -5.295388 -1.720209
3 C -6.918453 -4.894615 -0.801239
4 C -6.252846 -3.956130 0.356561
5 C -6.934239 -2.485419 0.341561
6 C -5.886532 -1.294276 0.056958
7 C -5.404777 -1.186366 -1.471967
8 C -3.788646 -1.119295 -1.396072
9 C -3.234615 0.124251 -0.533411
10 C -1.877464 0.781371 -1.095018
11 N -0.748415 0.334431 -0.206078
12 C 0.156941 1.456931 0.174848
13 C 1.356412 1.506328 -0.919309
14 C 2.367052 0.312807 -1.040747
15 C 3.517581 0.281328 -2.091094
16 C 3.676018 1.480662 -3.057588
17 C 2.716442 2.684492 -2.934554
18 C 1.557474 2.714772 -1.879770
19 O 0.728065 3.883214 -1.841674
20 O -5.986112 -2.268823 -2.281603
21 C -7.231195 -1.850819 -2.887775
22 O -8.091453 -2.535251 -3.456693
23 O -7.291765 -0.428050 -2.632741
24 C -5.928449 0.030957 -2.376050
25 C -5.088547 0.484309 -3.657259
26 C -4.714433 -0.694512 -4.676636
27 O -3.788713 -0.281146 -5.738300
28 C -2.497498 -0.606851 -5.226407
29 O -1.742383 0.337554 -4.894821
30 H -5.582965 -6.377567 -3.478674
31 H -6.587716 -4.863483 -3.732279
32 H -7.356033 -6.354107 -2.918043
33 H -7.468116 -5.804527 -0.342008
34 H -7.663154 -4.264428 -1.425675
35 H -5.129246 -3.918408 0.154772
36 H -6.411839 -4.510205 1.340838
37 H -7.874792 -2.434821 -0.312520
38 H -7.308359 -2.314768 1.424519
39 H -5.046714 -1.405363 0.818183
40 H -6.458449 -0.314017 0.288672
41 H -3.452679 -2.081767 -0.846564
42 H -3.277968 -1.138859 -2.415687
43 H -4.054936 0.911203 -0.431558
44 H -2.979544 -0.300073 0.510944
45 H -1.991330 1.929143 -1.050031
46 H -1.696941 0.429793 -2.166046
47 H -0.243179 -0.386714 -0.746074
48 H 0.601967 1.254616 1.221231
49 H -0.362158 2.474512 0.250452
50 H 2.228793 -0.552142 -0.311575
51 H 4.202359 -0.642524 -2.083586
52 H 4.489953 1.479295 -3.848950
53 H 2.838011 3.590677 -3.621674
54 H 1.221190 4.541975 -1.292025
55 H -5.811623 0.928330 -1.659542
56 H -4.144138 1.093852 -3.410910
57 H -5.767825 1.213673 -4.246132
58 H -5.686019 -1.002552 -5.224349
59 H -4.306798 -1.644269 -4.192684
60 H -2.172441 -1.705074 -5.097681
61 C 8.885840 2.854431 1.036113
62 C 7.868458 1.980251 1.743941
63 O 6.680478 2.723172 2.046641
64 C 5.823586 2.886471 1.024307
65 O 5.963555 2.465134 -0.097376
66 O 4.790448 3.627117 1.462805
67 C 3.835703 3.944253 0.450890
68 H 9.079001 3.763230 1.612173
69 H 9.825749 2.316874 0.895522
70 H 8.520506 3.170577 0.056099
71 H 8.279527 1.643047 2.698482
72 H 7.630502 1.086129 1.161396
73 H 3.491788 3.046437 -0.066099
74 H 4.266618 4.655684 -0.257674
75 H 2.976640 4.413159 0.934208
76 C 5.468283 0.957715 4.212598
77 C 5.920480 1.868933 5.336779
78 O 5.699922 1.253845 6.612701
79 C 6.618094 0.347799 6.982208
80 O 7.593471 0.020941 6.349113
81 O 6.250189 -0.156319 8.173504
82 C 7.103770 -1.194800 8.649917
83 H 4.433029 0.640974 4.366464
84 H 5.545310 1.467321 3.249844
85 H 6.075494 0.049630 4.171393
86 H 5.326756 2.785556 5.323392
87 H 6.967772 2.161553 5.221890
88 H 8.148831 -0.878396 8.655840
89 H 6.976726 -2.091411 8.039351
90 H 6.808822 -1.427160 9.673944

Force components x, y, z for each atom (eV/Å):
C 0.7 -0.3 -1.2
O -1.4 -0.4 -0.1
C 0.0 1.0 -0.1
C -0.8 -0.7 -1.1
C 0.4 -0.1 1.4
C -2.0 0.4 -0.1
C 1.5 0.9 -0.6
C 0.2 -1.4 0.0
C -0.3 -0.4 0.2
C -0.9 -0.2 0.3
N -0.5 1.1 -0.7
C 1.9 -0.3 -0.5
C 2.4 0.8 -1.9
C 0.3 2.7 -2.1
C -2.7 2.6 0.7
C -2.7 0.0 2.7
C -0.5 -2.6 2.0
C 2.6 -2.9 -0.5
O 1.7 -1.1 0.8
O -1.8 -0.1 -0.9
C 0.1 0.3 0.6
O 3.7 2.7 2.4
O 0.7 -1.5 -1.2
C 1.3 0.4 2.3
C -0.2 -0.2 -1.1
C -1.8 -0.7 -0.4
O 1.5 -1.3 2.0
C 1.7 4.0 0.7
O -2.5 -3.9 -1.3
H -1.3 0.9 0.8
H 0.1 -1.1 1.4
H 1.2 0.8 0.2
H 0.9 1.3 -0.8
H 0.9 -1.0 1.2
H -1.5 0.0 0.2
H 0.2 1.1 -1.1
H 1.5 -0.1 0.8
H 0.5 0.0 -1.7
H -0.9 0.2 -1.4
H 1.0 -1.4 -0.2
H -0.5 1.4 -1.0
H -0.9 0.1 1.3
H 1.1 -0.9 -0.1
H -0.5 1.0 -1.6
H 0.3 -1.9 -0.2
H -0.3 0.8 1.2
H 0.0 0.8 0.7
H -0.5 0.2 -1.7
H 0.5 -1.6 -0.4
H 0.3 1.3 -1.1
H -1.1 1.8 -0.2
H -1.2 0.1 1.2
H -0.2 -1.5 1.1
H -0.7 -0.7 -0.7
H -1.4 -1.1 -1.2
H -1.4 -1.1 0.1
H 1.0 -1.1 1.0
H 1.6 0.4 0.9
H -0.6 1.3 -0.4
H -0.9 1.4 -0.4
C -0.1 0.2 -0.2
C 0.7 -0.2 -0.1
O -0.3 0.2 -0.4
C 0.1 0.2 -0.2
O -0.1 0.1 0.5
O 0.4 -0.3 0.1
C -0.3 0.0 -0.3
H 0.1 -0.2 0.1
H -0.1 0.0 0.1
H 0.0 -0.1 0.1
H -0.3 0.1 0.1
H -0.1 0.2 0.0
H 0.2 0.1 0.0
H 0.0 -0.2 0.0
H 0.2 -0.1 0.2
C -0.1 -0.4 -0.1
C 0.0 0.2 -0.7
O 0.4 -0.2 0.4
C -0.2 0.0 -0.1
O -0.3 0.2 0.3
O 0.1 0.3 -0.3
C 0.2 -0.3 0.3
H 0.0 0.1 0.0
H -0.1 -0.1 0.4
H 0.0 0.1 0.0
H 0.0 -0.2 0.3
H -0.1 -0.2 0.1
H -0.1 -0.1 -0.2
H 0.2 0.1 0.0
H -0.2 0.2 -0.2

Q: What is the formula in the third record?
A: C29H47NO13

Q: Which of these has the lowest electronic energy?
A: C29H47N3O7SeSi4TeTi

Q: Which of these has the highest electronic energy?
A: C29H47NO13